# 1
The following is a DFT calculation (ωB97M-V/def2-TZVPD) of C10H12F5I2N8ReS as an isolated structure.

The expectation value of S² is 0.754. Its max |F| is 0.00924 Eh/bohr. The calculation puts the energy above the lowest of the compared OMol25 structures with the same formula, charge and spin at 62.42 kcal/mol. The energy is -2396.3854 a.u.

```
! wB97M-V def2-TZVPD RIJCOSX def2/J DEFGRID3
* xyz 3 2
F -0.544 -3.733 -0.820
C -2.252 2.382 -0.576
H -0.811 -0.426 6.034
N 4.005 -1.794 1.330
C 1.706 1.719 -3.779
C -2.126 1.489 1.365
H 0.762 0.856 1.813
I 1.082 2.953 -2.144
F -0.491 -1.179 0.214
I 1.317 -0.262 -3.057
S 1.874 -2.363 -0.013
H 2.766 1.853 -3.976
C -0.096 0.244 4.111
C -0.574 -3.525 0.496
F -1.810 -3.343 0.907
N -1.415 1.648 0.176
N 2.576 -0.024 1.327
Re 0.276 0.789 -0.795
C -1.076 -0.081 5.042
N -2.363 0.012 4.745
C 0.243 -2.226 0.774
C -1.711 0.839 2.620
N -0.415 0.695 2.899
H 1.091 1.919 -4.651
H 0.955 0.142 4.353
N 1.488 0.839 0.971
H 1.903 1.770 0.962
H -2.079 2.729 -1.582
N -3.288 2.083 1.328
F -0.009 -4.529 1.131
C -2.686 0.476 3.546
F 0.331 -1.982 2.073
N -3.349 2.625 0.108
H -4.167 3.155 -0.172
H 4.758 -1.248 1.736
H -3.739 0.568 3.310
H 4.176 -2.787 1.219
C 2.849 -1.277 0.979
H 3.204 0.407 1.997
*
```

# 2
The following is a DFT calculation (ωB97M-V/def2-TZVPD) of a 2-piece molecular cluster, C10H12FIO3S overall at a distorted geometry.

Its max |F| is 0.03358 Eh/bohr. Its structure (SMILES) is O=S1(=O)C[C@@H](I)CCO1.Fc1ccccc1. The energy is -1409.6958 a.u.

```
! wB97M-V def2-TZVPD RIJCOSX def2/J DEFGRID3
* xyz 0 1
H -2.676 -0.864 -3.222
H -2.771 -3.319 -2.066
C -2.218 -1.241 -2.320
O -1.795 -2.114 1.784
H -2.951 0.005 -0.767
H -1.262 -1.681 -2.583
S -1.654 -2.203 0.390
O -0.846 -3.251 -0.116
H 1.482 3.559 0.151
O -3.092 -2.320 -0.269
C 2.089 1.514 0.225
H 3.712 2.315 3.599
C -3.078 -2.346 -1.709
C 2.742 0.508 0.908
C 2.001 2.799 0.719
H 3.852 0.030 2.673
C 3.331 0.805 2.127
C -1.013 -0.659 -0.273
F 1.511 1.230 -0.962
H -0.853 0.050 0.525
I -1.435 1.706 -2.130
C 3.254 2.089 2.646
H -0.106 -0.935 -0.788
H 2.785 -0.488 0.488
H 2.523 4.083 2.348
H -4.101 -2.194 -2.026
C -2.019 -0.159 -1.293
C 2.588 3.083 1.943
*
```